Entry 1:
The following is a DFT calculation (ωB97M-V/def2-TZVPD) of a molecular structure, C51H39Cl4N9O3P2Sr in a non-equilibrium geometry.

```
109
Properties=species:S:1:pos:R:3:mulliken_charge:R:1
Sr 0.137 0.204 0.188 1.609
Cl -1.471 2.913 6.536 -0.222
Cl 2.219 -0.795 5.102 -0.242
Cl 0.781 0.884 7.334 -0.225
Cl -2.394 3.103 3.519 -0.213
P 0.853 -2.599 -1.436 1.438
P 1.530 -2.039 1.147 0.527
O -0.208 5.353 -4.305 -0.174
O -0.933 1.249 1.734 -0.706
O 1.194 -0.176 2.324 -0.324
N 1.004 0.814 -2.424 0.740
N 0.250 6.623 -6.034 -0.495
N -1.848 3.912 -0.030 1.352
N 0.837 0.524 -4.576 1.233
N -1.302 1.989 -0.893 0.404
N -3.030 3.359 -0.402 -1.004
N 2.169 0.441 -4.322 -0.898
N 1.623 -3.348 -0.086 -0.026
N 0.304 7.410 -4.866 -0.470
C -0.842 3.092 -0.323 -0.463
C -0.983 4.214 -7.601 -0.951
C -0.852 6.020 -1.674 0.121
C 4.071 -1.280 2.244 -0.200
C 2.215 0.616 -3.021 -0.985
C 5.151 -0.723 -0.254 -0.837
C -0.126 1.791 -6.498 1.021
C -0.272 4.198 -6.410 0.062
C -3.222 -2.235 -1.631 -0.588
C 0.544 0.378 3.348 -0.908
C -0.054 5.437 -5.651 0.374
C -1.796 5.260 0.534 -1.252
C -0.092 6.885 -2.452 0.232
C 1.283 -3.058 2.633 0.202
C 0.361 0.462 -5.955 -1.444
C -2.774 -3.514 0.355 -0.779
C -1.408 -3.471 0.084 -0.370
C 0.280 1.026 5.684 0.103
C 3.290 -1.488 1.110 1.630
C 0.024 6.622 -3.891 0.386
C 0.639 -5.901 -3.922 -0.690
C -0.562 1.207 3.001 -0.467
C -0.951 6.201 -0.302 0.520
C 0.402 -5.023 -2.873 -0.273
C 1.075 -3.800 -2.807 0.030
C 5.922 -0.535 0.884 -0.802
C 0.556 7.966 -1.865 -0.899
C 2.254 -3.884 3.198 -0.224
C 0.175 2.991 -5.872 0.195
C -0.287 -3.787 4.325 -1.046
C 1.980 -3.473 -3.817 -0.323
C -1.859 -2.185 -1.895 -0.489
C -0.937 -2.810 -1.047 -0.189
C 0.167 0.765 -3.441 -1.111
C 5.377 -0.816 2.131 -0.880
C 0.015 -3.014 3.214 -0.054
C 1.550 -5.568 -4.920 -0.486
C 0.684 -4.614 4.876 -0.699
C -3.680 -2.898 -0.499 -0.684
C 1.954 -4.659 4.313 -0.909
C 0.910 0.264 4.682 0.700
C 2.221 -4.354 -4.869 -0.716
C -1.128 2.006 3.996 0.287
C -0.872 1.810 -7.673 -0.925
C 0.452 8.153 -0.495 -0.615
C -1.278 3.013 -8.231 -0.578
C -0.724 1.916 5.336 0.265
C 2.732 -4.280 -0.274 -0.817
C -0.284 7.269 0.286 -0.790
C 3.849 -1.198 -0.138 -0.642
C -2.652 2.204 -0.898 -0.989
H 3.644 -1.451 3.224 -0.015
H -0.341 7.414 1.361 0.447
H 0.456 -5.212 5.749 0.388
H -0.420 -0.292 -6.039 0.435
H 2.494 -2.517 -3.784 0.318
H 3.645 -3.806 -0.652 0.354
H 5.968 -0.664 3.027 0.470
H -0.695 -3.947 0.751 0.749
H -1.272 -3.729 4.774 0.463
H 3.265 -1.367 -1.035 0.301
H 2.457 -5.079 -0.963 0.382
H 2.930 -4.090 -5.646 0.430
H 0.194 3.336 -0.123 0.288
H 0.113 -6.849 -3.964 0.427
H -1.365 5.191 -2.151 0.654
H -1.133 0.875 -8.161 0.437
H -3.366 1.487 -1.276 0.594
H -3.926 -1.760 -2.304 0.498
H 1.218 0.114 -6.524 0.352
H 6.940 -0.174 0.799 0.393
H 2.968 -4.748 0.680 0.221
H -0.737 -2.348 2.803 0.477
H 2.720 -5.290 4.751 0.422
H -3.129 -4.028 1.241 0.469
H 0.746 3.004 -4.950 0.489
H -4.741 -2.928 -0.280 0.392
H 1.733 -6.255 -5.739 0.384
H -1.316 5.159 -8.013 0.485
H 0.965 8.984 -0.026 0.404
H 1.146 8.636 -2.480 0.497
H -1.499 -1.671 -2.783 0.356
H -0.904 0.903 -3.391 0.492
H 3.150 0.599 -2.476 0.718
H -1.441 5.205 1.560 0.490
H 5.565 -0.507 -1.234 0.489
H -0.309 -5.287 -2.096 0.397
H -2.828 5.593 0.558 0.330
H -1.850 3.015 -9.149 0.403
H 3.260 -3.900 2.797 0.361
```

Properties
gap between HOMO and LUMO = 6.563 eV

Entry 2:
The following is a DFT calculation (ωB97M-V/def2-TZVPD) of a molecular structure, C2H5I4N2 in a non-equilibrium geometry.

```
13
Properties=species:S:1:pos:R:3:mulliken_charge:R:1
I -0.134 1.957 -1.699 0.150
I -2.037 0.586 0.857 0.677
I -2.455 -2.483 -0.878 0.174
I -4.816 0.779 0.375 -0.001
N 0.551 0.755 1.694 -0.725
N -0.393 -0.819 -2.733 -0.419
C -0.910 -0.016 -1.826 0.232
C -1.857 -0.429 -0.996 -0.327
H 1.096 0.016 1.862 0.214
H -0.591 -1.843 -2.765 0.172
H -0.282 -0.308 -3.558 0.254
H 0.186 1.135 2.658 0.347
H 1.058 1.478 1.291 0.253
```

Properties
gap between HOMO and LUMO = 6.765 eV
charge = +1

Entry 3:
The following is a DFT calculation (ωB97M-V/def2-TZVPD) of a single C2H6FNO molecule in a non-equilibrium geometry.

```
11
Properties=species:S:1:pos:R:3:mulliken_charge:R:1
F -1.079 -0.343 1.173 -0.373
O -0.039 -1.677 -1.129 -0.528
N 0.040 1.545 0.574 -0.600
C -0.567 0.398 0.058 0.275
C 0.597 -0.539 -0.665 -0.620
H -0.208 -2.265 -0.321 0.323
H 1.122 -0.027 -1.476 0.346
H -0.582 1.984 1.364 0.260
H -1.451 0.579 -0.508 0.291
H 1.241 -0.940 0.024 0.380
H 0.925 1.285 0.906 0.247
```

Properties
gap between HOMO and LUMO = 11.293 eV
SMILES = N[C@H](F)CO

Entry 4:
The following is a DFT calculation (ωB97M-V/def2-TZVPD) of a molecular structure, C23H48IrNO2P3 in a non-equilibrium geometry.

```
78
Properties=species:S:1:pos:R:3:mulliken_charge:R:1
Ir -0.126 -0.160 -0.575 1.543
P 0.024 -2.458 -1.057 0.650
P 0.394 1.822 0.494 0.664
P -2.301 -0.373 -0.102 1.092
O 0.328 -1.008 2.063 -0.034
O -2.053 2.824 -2.721 -0.295
N 0.585 -1.649 4.208 -0.061
C -3.189 -1.907 0.356 -1.293
C 2.125 -0.343 -0.599 -0.713
C 1.666 0.146 -1.855 -1.168
C 1.581 -3.259 -1.630 -1.515
C 1.139 -2.460 5.281 -0.727
C -0.342 5.231 -4.786 -0.529
C 3.603 -2.662 4.589 -0.778
C 0.972 -1.675 2.908 -0.447
C -1.035 -2.836 -2.509 -1.428
C -0.813 4.578 -3.659 -0.060
C -2.801 3.848 -4.854 -0.614
C 2.158 -2.525 2.516 0.558
C -3.029 0.869 1.009 -1.203
C -0.450 -3.670 0.242 -1.243
C -0.026 2.067 2.256 -1.183
C -1.953 3.778 -3.726 0.861
C -2.825 -0.039 -1.816 -0.972
C -1.097 5.213 -5.955 -0.383
C -2.329 4.549 -5.982 -0.455
C -0.500 3.125 -0.403 -1.271
C 3.462 -2.096 3.178 -0.767
C 2.067 2.583 0.414 -1.623
C 2.597 -2.101 5.591 -0.643
H 2.623 0.324 0.115 0.288
H 2.190 -3.562 -0.764 0.405
H -2.631 -0.909 -2.458 0.077
H -4.277 -1.730 0.379 0.523
H -2.936 4.579 -6.898 0.412
H -4.129 0.837 0.974 0.548
H 0.533 -2.284 6.177 0.445
H -2.948 2.396 -2.653 0.375
H 2.559 2.364 -0.539 0.407
H 2.700 -1.011 5.653 0.295
H 2.156 -2.588 -2.281 0.424
H -0.465 2.878 -1.467 -0.186
H -0.287 -1.157 4.378 0.345
H 1.619 -0.549 -2.699 0.326
H -0.026 4.102 -0.262 0.735
H 1.973 3.673 0.509 0.565
H 2.455 -1.385 -0.511 0.487
H -0.875 -2.063 -3.272 0.328
H 4.610 -2.445 4.958 0.372
H 3.542 -1.001 3.191 0.304
H -2.722 0.653 2.040 0.360
H -0.290 4.605 -2.701 0.394
H 0.460 -4.018 0.750 0.439
H 1.918 -3.575 2.763 0.676
H 2.699 2.221 1.233 0.403
H -0.724 5.712 -6.844 0.453
H -2.096 -2.896 -2.241 0.448
H -1.549 3.192 -0.108 0.479
H 3.493 -3.751 4.543 0.320
H -3.783 3.377 -4.851 0.423
H 0.093 3.122 2.535 0.544
H -0.690 -3.807 -2.892 0.570
H -2.708 1.882 0.741 0.258
H -2.199 0.789 -2.182 -0.041
H 1.279 -4.153 -2.196 0.551
H 1.792 1.204 -2.109 0.364
H -1.054 1.765 2.464 0.298
H -1.127 -3.241 0.985 0.076
H 0.626 5.736 -4.727 0.429
H -2.992 -2.713 -0.364 0.346
H 2.230 -2.420 1.427 -0.980
H -2.870 -2.228 1.357 0.343
H 2.827 -2.500 6.585 0.380
H 4.290 -2.467 2.568 0.430
H -0.935 -4.516 -0.263 0.491
H -3.891 0.219 -1.826 0.633
H 0.648 1.459 2.867 0.193
H 1.057 -3.534 5.037 0.281
```

Properties
spin multiplicity = 5
gap between HOMO and LUMO (spin up / spin down) = 5.816 / 4.463 eV
expectation value of S² = 6.025
charge = +3